[1]
A structure of composition C13H22OSW. Source: the OMol25 dataset; level of theory: ωB97M-V with the def2-TZVPD basis set.

Values from the calculation:
Multiplicity: 3
E_tot in Eh: -1047.13259
HOMO-LUMO gap (spin up / spin down) in eV: 6.657 / 7.245
Net charge: +4
Lowest unoccupied orbital energy (spin up / spin down) in Eh: -0.68788 / -0.66760

Atoms and positions in Å:
W 0.318 -0.181 0.044
C 2.102 2.567 -1.221
C 1.949 1.556 -0.156
C 2.576 0.263 -0.266
C 2.683 -0.599 0.868
C 3.632 -1.709 0.936
C 1.663 -0.395 1.874
C 1.084 0.906 2.091
C 0.394 1.232 3.356
C 1.126 1.802 0.991
H 2.408 2.150 -2.179
H 2.932 3.215 -0.874
H 1.236 3.224 -1.315
H 3.190 0.075 -1.145
H 4.021 -2.022 -0.034
H 3.297 -2.550 1.547
H 4.498 -1.272 1.485
H 1.554 -1.131 2.670
H -0.059 0.364 3.839
H -0.313 2.055 3.254
H 1.200 1.574 4.033
H 0.603 2.752 1.060
C -4.536 0.882 -0.805
C -3.758 -0.431 -0.923
S -2.068 -0.027 -1.490
O -1.363 0.697 -0.150
C -1.125 -1.611 -1.305
C -1.401 -2.659 -2.403
H -5.552 0.576 -0.534
H -4.592 1.412 -1.756
H -4.151 1.523 -0.015
H -4.100 -1.047 -1.769
H -3.684 -1.028 -0.011
H -1.345 -2.002 -0.288
H -0.003 -1.403 -1.461
H -2.455 -2.940 -2.358
H -0.806 -3.550 -2.199
H -1.156 -2.269 -3.391

How positive or negative is each atom? The Mulliken charges in e answer that:
1 W 1.28
2 C -1.44
3 C 0.75
4 C -0.72
5 C 0.58
6 C -1.40
7 C -0.68
8 C 0.77
9 C -1.46
10 C -0.61
11 H 0.45
12 H 0.40
13 H 0.42
14 H 0.71
15 H 0.45
16 H 0.44
17 H 0.39
18 H 0.74
19 H 0.44
20 H 0.43
21 H 0.40
22 H 0.67
23 C -1.19
24 C -0.42
25 S 0.51
26 O -0.49
27 C -0.41
28 C -1.29
29 H 0.38
30 H 0.45
31 H 0.40
32 H 0.47
33 H 0.42
34 H 0.66
35 H 0.23
36 H 0.43
37 H 0.42
38 H 0.42

[2]
An isolated molecule of C13H22S in a non-equilibrium geometry. Source: the OMol25 dataset; level of theory: ωB97M-V with the def2-TZVPD basis set.

Values from the calculation:
E_tot in Eh: -906.45810
HOMO-LUMO gap in eV: 7.185
Lowest unoccupied orbital energy in Eh: -0.00602
Energy relative to the best compared isomer or geometry (same formula, charge and spin) in kcal/mol: 122.3

Atoms and positions in Å:
C 0.231 0.935 1.906
C 0.104 -0.956 0.178
C -1.153 -0.774 -0.239
C 1.673 -2.807 0.718
C -3.117 1.010 -1.096
C 0.755 -2.245 -0.058
C 0.900 0.139 0.863
C -1.982 -1.673 -1.074
C 2.461 0.161 -1.154
C 2.652 1.899 0.624
C 0.707 1.926 -0.927
C -3.152 -0.003 1.440
C 1.674 1.024 -0.163
S -2.050 0.794 0.229
H -0.377 0.249 2.529
H 2.085 -3.775 0.487
H 2.042 -2.350 1.622
H -4.137 1.149 -0.754
H -2.779 1.853 -1.692
H 0.404 -2.790 -0.925
H 1.678 -0.355 1.472
H -1.425 -2.059 -1.925
H -2.812 -1.057 -1.460
H -2.379 -2.514 -0.507
H 3.069 0.801 -1.791
H 1.796 -0.417 -1.791
H 3.125 -0.528 -0.635
H 3.437 1.294 1.079
H 3.120 2.627 -0.035
H 2.117 2.425 1.411
H 1.255 2.547 -1.633
H 0.177 2.568 -0.230
H -0.019 1.339 -1.486
H -3.845 -0.653 0.915
H -2.547 -0.568 2.140
H -3.687 0.782 1.965

How positive or negative is each atom? The natural (NBO) charges in e answer that:
1 C -0.06
2 C -0.03
3 C -0.11
4 C -0.37
5 C -1.04
6 C -0.21
7 C -0.47
8 C -0.72
9 C -0.61
10 C -0.62
11 C -0.62
12 C -0.74
13 C -0.02
14 S 0.87
15 H 0.09
16 H 0.21
17 H 0.19
18 H 0.21
19 H 0.21
20 H 0.21
21 H 0.29
22 H 0.22
23 H 0.28
24 H 0.22
25 H 0.21
26 H 0.21
27 H 0.21
28 H 0.20
29 H 0.21
30 H 0.24
31 H 0.21
32 H 0.23
33 H 0.20
34 H 0.24
35 H 0.24
36 H 0.24

[3]
A structure of composition C13H23BrCl3FMg3NO14P2S in a non-equilibrium geometry. Source: the OMol25 dataset; level of theory: ωB97M-V with the def2-TZVPD basis set.

Values from the calculation:
E_tot in Eh: -7352.00470
HOMO-LUMO gap in eV: 2.446
Net charge: +1
Lowest unoccupied orbital energy in Eh: -0.22598

Atoms and positions in Å:
O 4.118 0.668 0.765
C 3.599 -0.069 0.007
O 3.177 0.273 -1.269
C 3.777 1.496 -1.791
C 2.853 2.679 -1.655
O 2.725 2.982 -0.258
S 1.321 3.659 0.154
O 0.796 4.304 -1.009
O 0.506 2.197 0.328
P -1.139 2.289 0.098
P -1.484 0.957 -1.625
O -2.352 1.566 -2.617
O -0.042 0.558 -2.222
O -2.111 -0.423 -1.089
H 3.370 -1.102 0.265
H 4.752 1.704 -1.371
H 3.897 1.341 -2.862
H 3.339 3.508 -2.158
H 1.907 2.429 -2.122
H -1.694 1.540 1.154
H -0.197 -0.247 -2.738
H -1.595 -0.701 -0.320
Mg 2.879 -1.261 -2.542
F 4.785 -3.088 0.737
C 5.178 -4.262 0.267
C 4.876 -5.424 0.986
C 5.293 -6.669 0.490
C 6.006 -6.738 -0.711
C 6.299 -5.568 -1.423
C 5.881 -4.323 -0.939
H 4.302 -5.350 1.926
H 5.062 -7.573 1.041
H 6.335 -7.697 -1.084
H 6.858 -5.623 -2.346
H 6.097 -3.411 -1.477
C -5.783 2.808 -0.280
C -4.401 2.074 0.054
O -3.673 2.962 0.662
H -5.611 3.669 -0.916
H -6.429 2.110 -0.811
H -6.279 3.124 0.633
H -4.066 1.720 -0.950
H -4.648 1.145 0.601
C -9.437 1.909 -0.271
Cl -8.981 2.211 -1.947
Cl -8.511 0.547 0.342
Cl -9.094 3.312 0.753
H -10.501 1.717 -0.235
O -6.933 5.235 -0.736
H -7.623 4.579 -0.565
Mg 3.814 -5.626 -0.979
N -3.655 4.923 -1.919
O -3.095 5.719 -2.652
O -4.293 3.967 -2.374
O -3.586 5.049 -0.683
Br -6.511 6.204 0.703
Mg 2.886 -5.760 3.452
C 3.393 -3.649 7.100
O 2.489 -4.347 6.380
H 4.421 -3.607 6.669
H 3.152 -2.577 7.256
H 3.580 -4.038 8.122

How positive or negative is each atom? The natural (NBO) charges in e answer that:
1 O -0.48
2 C 0.63
3 O -0.68
4 C -0.11
5 C -0.12
6 O -0.70
7 S 1.81
8 O -0.90
9 O -1.00
10 P 0.59
11 P 2.02
12 O -1.05
13 O -1.01
14 O -0.98
15 H 0.14
16 H 0.23
17 H 0.20
18 H 0.22
19 H 0.22
20 H -0.02
21 H 0.51
22 H 0.50
23 Mg 0.32
24 F -0.28
25 C 0.32
26 C -0.41
27 C -0.27
28 C -0.26
29 C -0.22
30 C -0.32
31 H 0.19
32 H 0.28
33 H 0.27
34 H 0.27
35 H 0.28
36 C -0.55
37 C -0.12
38 O -0.26
39 H 0.29
40 H 0.23
41 H 0.21
42 H 0.20
43 H 0.23
44 C -0.29
45 Cl 0.03
46 Cl 0.03
47 Cl 0.02
48 H 0.24
49 O -0.81
50 H 0.49
51 Mg 0.85
52 N 0.70
53 O -0.35
54 O -0.39
55 O -0.29
56 Br 0.33
57 Mg 0.54
58 C -0.25
59 O -0.71
60 H 0.15
61 H 0.14
62 H 0.15

[4]
The ion C13H23BrF2NO3S with charge +1 in a non-equilibrium geometry. Source: the OMol25 dataset; level of theory: ωB97M-V with the def2-TZVPD basis set.

Values from the calculation:
E_tot in Eh: -3961.12522
HOMO-LUMO gap in eV: 7.306
Net charge: +1
Lowest unoccupied orbital energy in Eh: -0.16470

Atoms and positions in Å:
C 5.134 -1.862 1.181
O 3.949 -2.256 0.498
C 3.047 -1.185 0.352
C 3.455 -0.237 -0.844
C 3.573 1.266 -0.423
C 2.301 2.062 -0.872
C 0.995 1.534 -0.209
C -0.201 2.329 -0.832
C -1.486 2.380 0.028
N -2.042 1.049 0.476
C -2.986 1.085 1.362
F -3.482 2.119 1.915
S -3.609 -0.482 1.870
C -3.089 -1.160 0.212
C -2.969 -2.707 0.235
C -4.117 -0.658 -0.891
O -5.416 -0.517 -0.364
O -5.993 -1.786 -0.245
C -1.749 -0.325 0.056
F -1.337 -0.527 -1.199
Br -0.581 -1.051 1.510
H 4.905 -1.261 2.085
H 5.711 -2.760 1.461
H 5.778 -1.278 0.487
H 2.953 -0.547 1.257
H 2.041 -1.602 0.153
H 4.441 -0.555 -1.222
H 2.728 -0.380 -1.664
H 4.459 1.703 -0.911
H 3.621 1.395 0.676
H 2.209 2.042 -1.976
H 2.389 3.126 -0.563
H 1.004 1.629 0.894
H 0.893 0.471 -0.504
H 0.155 3.379 -0.888
H -0.391 2.036 -1.880
H -1.341 2.973 0.950
H -2.296 2.880 -0.537
H -3.586 -3.118 -0.583
H -3.377 -3.137 1.165
H -1.942 -3.073 0.080
H -3.757 0.323 -1.256
H -4.085 -1.352 -1.749
H -5.911 -1.965 0.710

How positive or negative is each atom? The natural (NBO) charges in e answer that:
1 C -0.26
2 O -0.53
3 C -0.06
4 C -0.45
5 C -0.40
6 C -0.39
7 C -0.42
8 C -0.42
9 C -0.23
10 N -0.43
11 C 0.64
12 F -0.22
13 S 0.38
14 C -0.17
15 C -0.66
16 C -0.11
17 O -0.27
18 O -0.41
19 C 0.51
20 F -0.30
21 Br 0.07
22 H 0.17
23 H 0.21
24 H 0.17
25 H 0.15
26 H 0.18
27 H 0.23
28 H 0.20
29 H 0.22
30 H 0.20
31 H 0.21
32 H 0.20
33 H 0.21
34 H 0.20
35 H 0.24
36 H 0.23
37 H 0.24
38 H 0.24
39 H 0.25
40 H 0.24
41 H 0.26
42 H 0.20
43 H 0.23
44 H 0.46

[5]
A structure of composition C13H23CaClNO4P in a non-equilibrium geometry. Source: the OMol25 dataset; level of theory: ωB97M-V with the def2-TZVPD basis set.

Values from the calculation:
E_tot in Eh: -2343.73212
HOMO-LUMO gap in eV: 7.075
Lowest unoccupied orbital energy in Eh: 0.00286
Energy relative to the best compared isomer or geometry (same formula, charge and spin) in kcal/mol: 0.0

Atoms and positions in Å:
C 0.459 3.429 -1.953
C -0.847 3.074 -1.625
C -1.093 1.935 -0.819
C -0.022 1.208 -0.333
C 1.279 1.571 -0.614
C 1.528 2.702 -1.424
C -2.536 1.602 -0.523
C -2.972 0.132 -0.352
N -1.948 -0.925 -0.626
Ca -0.667 -0.762 1.136
C 2.469 0.812 -0.066
P 2.050 -0.926 0.400
H -1.697 3.650 -1.998
H 2.562 2.979 -1.622
H 0.647 4.274 -2.615
H 2.855 1.294 0.850
H 3.282 0.773 -0.808
H -2.845 2.124 0.401
H -3.164 2.035 -1.319
H -3.312 -0.022 0.688
C 3.434 -1.275 1.533
C 2.546 -1.762 -1.146
H -3.842 -0.063 -1.006
C -1.423 -0.867 -2.031
C -2.570 -2.261 -0.369
H -0.303 -2.941 2.686
H -1.677 -1.799 -2.558
H -1.862 -0.017 -2.567
H -0.331 -0.767 -2.035
H -2.920 -2.709 -1.313
H -1.839 -2.956 0.079
H -3.431 -2.160 0.309
H 3.629 -1.656 -1.299
H 2.283 -2.826 -1.066
H 2.006 -1.327 -1.997
H 4.392 -0.981 1.083
H 3.272 -0.724 2.470
H 3.445 -2.351 1.757
H -0.176 -3.378 1.996
O -0.357 1.435 4.730
Cl -0.117 0.387 3.791
O 0.781 -0.637 4.285
O -1.415 -0.266 3.376
O 0.448 0.941 2.515

How positive or negative is each atom? The natural (NBO) charges in e answer that:
1 C -0.24
2 C -0.22
3 C -0.12
4 C -0.46
5 C -0.10
6 C -0.22
7 C -0.45
8 C -0.23
9 N -0.56
10 Ca 1.69
11 C -0.71
12 P 0.74
13 H 0.19
14 H 0.19
15 H 0.21
16 H 0.24
17 H 0.22
18 H 0.23
19 H 0.21
20 H 0.19
21 C -0.94
22 C -0.94
23 H 0.20
24 C -0.42
25 C -0.45
26 H 0.03
27 H 0.19
28 H 0.22
29 H 0.23
30 H 0.22
31 H 0.18
32 H 0.22
33 H 0.23
34 H 0.23
35 H 0.24
36 H 0.22
37 H 0.26
38 H 0.23
39 H -0.02
40 O -0.76
41 Cl 2.47
42 O -0.81
43 O -0.94
44 O -0.88

[6]
A structure of composition C13H23Cl3LaNO4P2 in a non-equilibrium geometry. Source: the OMol25 dataset; level of theory: ωB97M-V with the def2-TZVPD basis set.

Values from the calculation:
E_tot in Eh: -2959.17145
HOMO-LUMO gap (spin up / spin down) in eV: 6.772 / 5.379
Net charge: +2
Lowest unoccupied orbital energy (spin up / spin down) in Eh: -0.31908 / -0.35943

Atoms and positions in Å:
La -0.287 1.323 -0.450
P 2.246 0.941 1.005
C 2.186 -0.859 1.159
C 0.909 -1.566 1.259
N -0.236 -1.098 0.649
C -1.309 -1.925 0.545
C -1.335 -3.176 1.153
C -0.225 -3.629 1.833
C 0.912 -2.838 1.868
C -2.543 -1.492 -0.254
P -2.307 -0.386 -1.737
H 1.828 -3.168 2.341
H -2.253 -3.772 1.105
H -0.227 -4.601 2.324
H -3.031 -2.405 -0.629
H -3.254 -0.976 0.417
H 2.809 -1.511 -0.206
H 3.015 -1.275 1.746
H 1.776 -0.820 -1.800
O 2.886 -1.563 -1.249
H 3.405 -2.305 -1.569
H 0.984 2.320 -1.626
O 0.968 -0.150 -1.992
H 0.818 -0.146 -2.948
C -2.079 -1.638 -3.050
H -2.995 -2.235 -3.182
H -1.855 -1.129 -3.999
H -1.230 -2.298 -2.815
C -4.024 0.138 -2.059
H -4.005 0.886 -2.864
H -4.651 -0.709 -2.372
H -4.446 0.611 -1.162
C 2.464 1.697 2.640
H 3.451 1.438 3.045
H 2.373 2.788 2.532
H 1.670 1.353 3.314
C 3.842 1.240 0.174
H 3.947 2.319 -0.013
H 4.663 0.892 0.817
H 3.863 0.710 -0.789
Cl -1.855 6.134 0.801
C -1.190 4.556 0.546
Cl -1.967 3.742 -0.929
Cl 0.580 4.597 0.285
C -1.402 3.577 1.800
O -1.860 4.052 2.821
O -1.028 2.356 1.517

How positive or negative is each atom? The Mulliken charges in e answer that:
1 La 1.26
2 P 0.74
3 C -1.30
4 C 0.78
5 N 0.36
6 C 0.73
7 C -0.80
8 C -0.60
9 C -0.96
10 C -1.30
11 P 0.66
12 H 0.50
13 H 0.48
14 H 0.46
15 H 0.53
16 H 0.42
17 H 0.20
18 H 0.59
19 H 0.30
20 O -0.58
21 H 0.26
22 H 0.14
23 O -0.35
24 H 0.23
25 C -1.42
26 H 0.44
27 H 0.41
28 H 0.36
29 C -1.13
30 H 0.39
31 H 0.41
32 H 0.41
33 C -1.20
34 H 0.44
35 H 0.36
36 H 0.40
37 C -1.25
38 H 0.44
39 H 0.43
40 H 0.36
41 Cl -0.01
42 C 0.30
43 Cl -0.20
44 Cl -0.07
45 C 0.45
46 O -0.51
47 O -0.56